Density functional theory data (the ωB97M-V functional and the def2-TZVPD basis) for C8H6N2O in the gas phase.

- Energy relative to the best compared isomer or geometry (same formula, charge and spin): 338.7 kJ/mol
- Kohn-Sham gap: 0.3659 Ha
- Highest occupied orbital energy: -9.36 eV

Last column: Mulliken charge in e.
CARTESIAN COORDINATES (ANGSTROEM)
C: 0.0765 -2.5845 1.1262  -0.56
C: -1.2246 -2.4260 1.6100  -0.26
C: -2.0093 -1.3040 1.2664  -0.07
C: -0.2323 -0.4033 0.1887  0.48
C: 0.5357 -1.4641 0.4240  -0.31
C: 0.2803 0.8348 -0.6307  0.41
C: 0.7466 2.4018 -1.9911  -0.54
C: 1.6809 2.4375 -0.9998  -0.05
H: 0.6006 -3.3679 1.3145  0.65
H: -1.7334 -3.4278 2.3294  0.14
H: -3.0655 -1.0112 1.6817  0.31
H: 1.5597 -1.8353 -0.0150  0.19
H: 0.6823 2.8535 -2.8628  0.48
H: 2.5497 3.0532 -0.6961  0.36
N: -1.5272 -0.2437 0.6680  -0.44
N: -0.0803 1.3195 -1.7042  -0.48
O: 1.4419 1.4064 -0.0575  -0.31

***

Density functional theory data (the ωB97M-V functional and the def2-TZVPD basis) for 3 unconnected molecules or ions with the total composition C18H32IN2O8P2.

- Kohn-Sham gap: 0.2824 Ha
- Charge: +1
- Highest occupied orbital energy: -11.50 eV

Last column: Mulliken charge in e.
CARTESIAN COORDINATES (ANGSTROEM)
C: -3.1049 1.8608 4.3300  -0.98
C: -3.5701 1.5711 2.7944  -0.14
C: -2.7997 2.4026 1.6241  -0.84
I: -4.2354 3.8143 0.6694  0.17
N: -1.4919 3.0467 2.0073  0.44
C: -1.4010 4.4894 2.4551  -0.17
C: 0.1960 4.6551 2.7820  -0.39
N: 0.9590 3.3683 2.5062  -0.08
C: -0.1091 2.4101 2.0173  -0.04
C: 0.1726 0.8369 1.5348  0.20
C: -0.6918 -0.4420 2.1042  -0.12
C: -0.3088 -1.9448 1.5092  -0.47
C: 0.9257 -2.1288 0.4250  -0.38
C: 1.7806 -0.8244 -0.1291  -0.31
C: 1.4102 0.6757 0.4204  -0.40
H: -3.9408 2.4701 4.9270  0.30
H: -3.0713 0.8006 4.8788  0.29
H: -2.0413 2.3220 4.4714  0.23
H: -3.5734 0.3982 2.5713  0.05
H: -4.7210 1.8826 2.7269  0.43
H: -2.5447 1.6180 0.7608  0.49
H: -2.2176 5.3195 2.5788  0.36
H: 0.6410 5.6941 3.1652  0.34
H: 1.9894 3.1846 2.6171  0.30
H: -1.5465 -0.3468 2.8974  0.41
H: -0.8709 -2.9159 1.8697  0.34
H: 1.2401 -3.1845 0.0122  0.31
H: 2.6616 -0.9098 -0.9143  0.30
H: 2.0129 1.6297 0.0800  0.33
C: -4.5078 -6.2199 -0.4120  -0.72
O: -3.9991 -4.9776 -0.8532  -0.32
P: -4.5578 -3.6514 -0.1302  1.19
O: -4.2818 -3.5648 1.3369  -0.72
O: -6.1186 -3.6326 -0.5242  -0.34
C: -6.4828 -3.7329 -1.8865  -0.74
O: -3.9353 -2.4554 -1.0118  -0.33
C: -4.2009 -1.1370 -0.5774  -0.63
H: -3.6799 -6.9244 -0.3044  0.26
H: -5.0282 -6.1322 0.5457  0.36
H: -5.2028 -6.6024 -1.1634  0.25
H: -7.0586 -4.6503 -2.0299  0.29
H: -5.6132 -3.7531 -2.5482  0.35
H: -7.1077 -2.8760 -2.1491  0.27
H: -5.1417 -1.0793 -0.0222  0.38
H: -4.2731 -0.4890 -1.4551  0.33
H: -3.3799 -0.7914 0.0552  0.13
C: 4.6710 0.8575 -4.4015  -0.67
O: 5.8320 0.3146 -3.8064  -0.33
P: 6.1841 0.7869 -2.3076  1.04
O: 5.1542 0.4488 -1.2777  -0.60
O: 6.4869 2.3601 -2.4661  -0.29
C: 7.4298 2.7827 -3.4309  -0.73
O: 7.6410 0.1501 -2.0483  -0.33
C: 8.2024 0.3417 -0.7656  -0.67
H: 4.1198 0.0566 -4.8997  0.26
H: 4.0186 1.3347 -3.6650  0.32
H: 4.9710 1.5978 -5.1471  0.26
H: 6.9203 3.4023 -4.1727  0.27
H: 7.9084 1.9420 -3.9397  0.36
H: 8.1984 3.3807 -2.9355  0.28
H: 7.8279 1.2562 -0.2961  0.33
H: 9.2880 0.4216 -0.8689  0.26
H: 7.9659 -0.5180 -0.1341  0.26

***

Density functional theory data (the ωB97M-V functional and the def2-TZVPD basis) for a molecular structure, C22H35IrO4Se2Si2Te3.

- Energy relative to the best compared isomer or geometry (same formula, charge and spin): 84.9 kJ/mol
- ⟨S²⟩: 6.021
- Kohn-Sham gap (spin up / spin down): 0.2395 / 0.2015 Ha
- Highest occupied orbital energy (spin up / spin down): -7.19 / -7.79 eV
- Spin multiplicity: 5

Last column: Mulliken charge in e.
CARTESIAN COORDINATES (ANGSTROEM)
Ir: 1.5528 -0.9330 0.7488  1.48
Se: 1.5353 -0.5640 3.2097  -0.27
Te: 3.8375 -0.4467 4.0117  0.07
Te: 5.3377 -0.5059 1.7620  -0.14
Se: 3.8377 -1.7569 0.2262  -0.33
O: 2.8133 1.4441 0.3282  -0.17
C: 1.8231 2.4795 0.3600  2.58
C: 0.4259 1.8259 0.2030  -0.35
O: -0.5915 2.4100 0.5140  -0.65
O: 0.4580 0.6527 -0.3391  -1.21
C: 2.0110 3.2471 1.6662  -0.51
C: 3.2289 3.1640 2.3327  0.03
C: 3.4501 3.8838 3.4974  -0.92
C: 2.4595 4.7062 4.0082  -0.44
C: 1.2515 4.8092 3.3351  -0.94
C: 1.0268 4.0916 2.1711  -0.19
C: 2.0388 3.4324 -0.8219  -0.33
C: 3.3008 3.5408 -1.3947  -0.13
C: 3.5222 4.4105 -2.4531  -1.01
C: 2.4866 5.1880 -2.9444  -0.41
C: 1.2293 5.0939 -2.3651  -0.87
C: 1.0041 4.2241 -1.3107  -0.30
H: 2.9133 1.1591 -0.5917  0.56
H: 4.0098 2.5352 1.9322  0.42
H: 4.4026 3.7995 4.0041  0.43
H: 2.6278 5.2667 4.9171  0.41
H: 0.4716 5.4541 3.7179  0.40
H: 0.0782 4.1734 1.6639  0.39
H: 4.1265 2.9636 -0.9989  0.59
H: 4.5101 4.4820 -2.8879  0.40
H: 2.6572 5.8647 -3.7700  0.40
H: 0.4144 5.7004 -2.7371  0.41
H: 0.0202 4.1516 -0.8708  0.39
O: 1.2356 -2.9371 -1.2125  -0.38
H: 1.4346 -3.7654 -0.7631  0.24
H: 1.9054 -2.8550 -1.8983  0.24
C: -2.9416 1.2104 -2.0979  -0.83
Si: -3.2798 -0.6061 -1.8996  0.13
C: -3.7626 -1.3777 -3.5376  -1.05
C: -4.6742 -0.8928 -0.6833  -1.08
C: -1.7176 -1.4908 -1.3232  -0.09
Te: -1.2827 -1.2622 0.7462  -0.17
C: -2.1606 -3.1246 1.3539  -0.78
Si: -1.4485 -4.7849 0.8513  0.35
C: 0.2777 -4.9084 1.5780  -0.84
C: -2.5624 -6.0950 1.5938  -1.09
C: -1.4232 -5.0966 -0.9928  -0.98
H: -3.8553 1.7403 -2.3699  0.41
H: -2.2016 1.3875 -2.8789  0.31
H: -2.5569 1.6385 -1.1718  0.12
H: -4.6791 -0.9240 -3.9160  0.33
H: -3.9414 -2.4483 -3.4321  0.30
H: -2.9894 -1.2397 -4.2932  0.32
H: -5.5683 -0.3613 -1.0093  0.37
H: -4.4234 -0.5352 0.3163  0.37
H: -4.9290 -1.9514 -0.6140  0.31
H: -0.8430 -1.1023 -1.8403  0.35
H: -1.7820 -2.5602 -1.5066  -0.20
H: -3.2156 -3.0543 1.0818  0.37
H: -2.1215 -3.0745 2.4457  0.50
H: 0.2237 -5.2139 2.6238  0.32
H: 0.7911 -3.9435 1.5568  0.11
H: 0.8992 -5.6404 1.0602  0.35
H: -2.6392 -6.0039 2.6771  0.33
H: -2.1943 -7.0961 1.3686  0.30
H: -3.5682 -6.0125 1.1796  0.29
H: -0.8597 -4.3596 -1.5608  0.33
H: -2.4405 -5.1294 -1.3863  0.32
H: -0.9765 -6.0769 -1.1699  0.34

***

Density functional theory data (the ωB97M-V functional and the def2-TZVPD basis) for C4H6OS in the gas phase.

- Energy relative to the best compared isomer or geometry (same formula, charge and spin): 123.9 kJ/mol
- Kohn-Sham gap: 0.3409 Ha
- Highest occupied orbital energy: -8.66 eV

Last column: Mulliken charge in e.
CARTESIAN COORDINATES (ANGSTROEM)
C: 0.4633 -0.2585 0.4250  0.37
C: -0.6473 0.6516 0.0936  -0.38
C: -1.3099 0.3679 -1.2709  -0.37
C: -1.3586 1.2615 -2.2601  -0.60
H: 0.7108 -0.3941 -1.4021  0.40
H: -1.4266 0.6631 0.8984  0.31
H: -0.2522 1.6537 0.0008  0.26
H: -1.8490 -0.5986 -1.4138  0.31
H: -1.7899 1.0441 -3.2374  0.26
H: -0.9487 2.2736 -2.2231  0.22
O: 1.1926 -0.6281 -0.6049  -0.44
S: 0.8206 -0.7345 1.8932  -0.33

***

Number 1: M 146.15 g/mol, largest force on an atom 0.16768 hartree/bohr. Number 2: M 593.31 g/mol, largest force on an atom 0.14054 hartree/bohr. Number 3: M 1152.63 g/mol, largest force on an atom 0.01056 hartree/bohr. Number 4: M 102.16 g/mol, largest force on an atom 0.04849 hartree/bohr.